Entry 1:
Below is C52H48BrMoN7O3S3 as an isolated structure at a distorted geometry, with properties calculated with the ωB97M-V functional and the def2-TZVPD basis.

Summary:
charge	+2
expectation value of S²	2.018
2S+1	3
frontier orbital gap (alpha / beta)	6.16 / 5.93	eV

```
115
Properties=species:S:1:pos:R:3:forces:R:3:mulliken_charge:R:1
Mo -0.06170 -0.58993 -1.16276 -0.4 1.5 -0.7 -1.386
Br -1.25773 -2.96472 1.65963 0.1 -0.2 0.4 0.014
S 0.26560 1.73084 0.48616 0.1 -0.6 0.2 -0.189
S -5.69918 -1.05585 3.12001 0.6 0.1 0.1 -0.214
S -2.23553 -0.49049 -7.96768 0.6 0.0 0.2 -0.176
O 3.36424 -2.63595 -1.66418 -0.4 -0.1 -0.1 -0.597
O 0.68683 -1.01262 0.45335 0.7 -0.4 0.3 1.239
O 3.47057 -0.41877 -3.40068 -0.3 0.3 0.1 -0.598
N -1.27414 -0.71108 -2.89729 -1.1 -0.5 -1.5 1.812
N -2.05543 -0.37102 -0.42560 -1.5 0.1 0.6 1.342
N -1.12254 3.93328 0.04915 -0.5 -0.1 -0.1 -0.306
N 1.20316 4.14704 0.06620 -0.4 0.2 -0.1 0.222
N 0.41476 1.05220 -2.44256 0.9 1.2 -0.9 2.058
N -0.15315 -2.71200 -1.51945 0.3 -0.7 0.1 1.091
N 1.69369 -1.06343 -2.04541 1.1 -0.2 -0.8 1.136
C 1.05524 -1.26760 1.68700 0.5 -0.5 2.7 0.518
C -3.03423 -0.55323 -1.35602 -0.7 0.0 0.5 0.045
C 0.21398 -5.40876 -0.91499 -0.2 0.4 -0.2 -0.705
C 0.19311 -2.04790 2.50079 -0.1 0.2 -0.6 0.225
C -3.55322 -0.83997 -3.74445 0.5 0.1 0.6 0.614
C 4.00019 1.01703 2.42242 -0.1 -0.2 0.0 -2.002
C -1.19394 -3.54755 -1.45358 -0.2 0.0 -0.1 -0.263
C -4.94112 -0.86470 -3.40194 -0.2 0.0 0.2 -1.256
C -2.60430 5.80997 0.06766 -0.2 0.1 0.0 -1.274
C -1.05032 -4.89495 -1.17818 0.2 0.0 0.0 -0.764
C 2.34251 -0.99055 3.70455 -0.2 -0.2 0.3 -0.612
C 1.14929 5.49463 -0.04749 -0.4 0.1 0.0 0.996
C -2.43957 -0.26114 0.84320 0.3 0.1 0.0 -0.642
C 3.02513 -1.45275 6.46042 -0.2 0.0 -0.1 -2.021
C -0.09163 3.06362 -3.62877 0.3 0.1 -0.2 -0.997
C -3.76784 -0.41470 1.27500 -0.5 0.0 -1.0 0.210
C -0.40663 2.08302 -2.71654 -0.3 -0.2 0.3 -0.812
C -5.24653 -1.16523 4.75654 0.1 0.0 -0.1 -0.401
C 1.30387 -3.23059 6.45334 0.1 0.2 -0.1 -1.698
C 2.43220 6.23348 -0.13126 0.2 0.1 0.0 -1.475
C 0.13312 -0.29549 -6.98745 -0.6 -0.2 0.4 -0.257
C -4.09099 -0.55540 2.66737 -0.4 -0.1 0.9 0.430
C 1.60140 -1.79156 6.00875 -0.1 0.0 0.1 2.013
C 2.41345 -0.21369 -2.85487 0.3 -0.4 0.1 -0.219
C -3.06945 -0.85778 -5.04737 0.8 0.0 0.1 -1.332
C 3.36859 0.16613 0.19997 -0.1 -0.1 0.1 -1.749
C -2.61293 -0.71500 -2.69147 -0.2 0.1 -0.7 -0.894
C -1.69029 -0.76275 -5.27522 -0.8 0.0 0.7 0.535
C 0.34463 -2.23783 3.85130 0.2 0.2 0.1 -0.406
C -4.41322 -0.59398 -1.04201 0.9 0.0 -0.3 0.232
C -0.84463 -0.76842 -4.15612 0.0 -0.1 0.1 -0.988
C 3.49113 -0.22365 1.67138 0.2 0.1 -0.1 2.556
C 1.08053 -3.23549 -1.39305 0.0 -0.7 0.2 -0.054
C 2.01232 1.99951 -3.97661 -0.2 -0.1 0.1 -0.997
C 0.61065 -0.82142 6.67490 0.2 -0.1 0.0 -1.570
C -3.27723 -0.47906 3.77518 -0.2 0.1 -0.6 -0.397
C 1.30203 -4.56267 -1.05417 0.0 0.3 -0.1 -0.600
C -5.34755 -0.74864 -2.11526 0.0 0.0 -0.3 -1.123
C -1.23573 5.25198 0.00050 0.7 0.3 -0.1 0.820
C 0.06826 3.37532 0.13253 0.4 -0.2 0.1 -0.376
C 2.23581 -0.79200 2.33193 -0.7 -0.1 -0.7 -0.829
C 1.60582 1.02078 -3.07650 -0.3 0.5 -0.1 0.260
C 4.52304 -1.36406 1.74530 0.0 0.2 -0.1 -1.864
C -1.16142 -0.56386 -6.59685 0.2 0.1 -1.1 0.448
C -0.09665 6.07778 -0.07544 0.0 -0.3 0.0 -1.034
C 0.25190 -0.04663 -8.36177 -0.1 0.0 -0.4 -0.744
C -0.94366 -0.11607 -9.01537 0.0 -0.1 0.2 -0.345
C -4.76317 -0.54265 0.30191 0.8 0.1 0.5 -1.090
C 1.43142 -1.66104 4.50743 0.0 0.0 -0.5 -0.254
C 2.20752 -2.30417 -1.71330 0.5 -0.2 0.2 0.001
C 1.14215 3.03034 -4.28564 -0.3 -0.3 0.4 -0.944
C -3.93988 -0.82925 4.96052 -0.4 -0.1 0.3 -0.700
H 1.59410 -3.34864 7.49405 -0.1 -0.1 0.1 0.475
H 4.28540 0.66608 -0.10816 0.1 0.0 0.0 0.880
H -2.24407 -0.17657 3.75058 0.2 0.0 -0.1 0.616
H 1.87450 -3.93719 5.85427 0.1 -0.1 0.0 0.384
H 3.21953 1.77445 2.46344 -0.1 0.1 0.0 0.338
H 2.27534 7.30194 -0.01831 0.0 0.0 0.0 0.408
H 0.24999 -3.47784 6.36620 -0.1 -0.1 0.0 0.321
H 4.75837 -1.63058 2.77107 0.1 0.0 0.1 0.401
H 0.22775 -0.79963 -4.29950 -0.1 0.0 0.0 0.509
H -0.19754 7.14774 -0.13077 0.1 0.1 0.0 0.453
H -3.14526 5.58688 -0.85027 0.0 0.0 -0.1 0.294
H 2.98436 1.90333 -4.43683 0.1 -0.1 0.0 0.653
H 2.10163 3.68272 0.16381 -0.2 -0.1 0.0 0.166
H 2.89977 6.05931 -1.10237 0.0 0.0 0.0 0.313
H -6.39836 -0.76413 -1.87279 -0.1 0.0 0.0 0.532
H -2.17578 -3.12287 -1.61690 0.0 0.0 0.1 0.325
H -0.38037 -2.83546 4.37507 -0.1 -0.1 0.1 0.320
H 0.34853 -6.44209 -0.63972 0.0 -0.1 0.0 0.501
H 4.32057 0.80035 3.43546 0.0 0.0 0.1 0.433
H 3.74943 -2.08241 5.94808 0.1 0.0 0.0 0.419
H -1.35533 2.09877 -2.18472 0.1 0.0 0.0 0.612
H 3.22636 -0.61216 4.17922 0.2 0.1 0.1 0.356
H -1.92112 -5.52483 -1.13373 -0.2 -0.1 0.0 0.495
H 1.18263 0.17515 -8.85259 0.1 0.0 -0.1 0.433
H -3.47721 -0.85163 5.92975 0.1 0.0 0.2 0.442
H 4.13665 -2.25128 1.24656 0.0 -0.1 -0.1 0.346
H -3.75552 -0.91054 -5.87873 -0.1 0.0 -0.1 0.529
H -1.66170 -0.06241 1.57066 0.0 -0.1 -0.1 0.606
H 2.31730 -4.89965 -0.91179 0.1 0.0 -0.1 0.617
H 3.11525 -1.63613 7.52720 0.0 0.0 0.1 0.484
H 3.12801 5.89362 0.63550 0.0 0.0 0.0 0.392
H -2.59050 6.88307 0.22151 -0.1 0.1 0.0 0.402
H 3.27161 -0.40894 6.28674 0.1 0.1 0.0 0.330
H 4.86090 1.42478 1.89839 0.1 0.1 -0.1 0.516
H -1.13167 0.02008 -10.06328 0.0 0.0 -0.2 0.480
H 3.27915 -0.72546 -0.40407 0.1 0.1 0.0 -0.163
H 0.87442 0.20982 6.44900 0.0 0.1 0.0 0.339
H 2.53085 0.83826 0.01821 0.1 -0.1 0.0 -0.525
H 5.43410 -1.06192 1.23864 0.2 0.0 -0.1 0.485
H -5.65829 -0.96888 -4.20217 -0.1 0.0 0.0 0.520
H 0.63287 -0.95526 7.75371 0.0 0.0 0.1 0.460
H -0.40360 -0.99642 6.32208 -0.1 -0.1 0.0 0.276
H -0.80356 3.84844 -3.83407 -0.1 0.0 0.0 0.646
H 1.39665 3.78080 -5.01716 0.1 0.1 -0.1 0.589
H -5.79352 -0.63451 0.60218 -0.2 0.0 -0.1 0.572
H -3.14663 5.32577 0.87710 0.0 0.0 0.0 0.327
H -5.97225 -1.47991 5.48020 -0.1 0.0 0.2 0.474
H 0.97371 -0.26293 -6.31783 0.2 0.0 0.2 0.554
```
Positions in Å, forces in eV/Å.

---

Entry 2:
Below is C52H49GeMnN3P2Se as an isolated structure, with properties calculated with the ωB97M-V functional and the def2-TZVPD basis.

Summary:
charge	+2
expectation value of S²	8.762
2S+1	6
frontier orbital gap (alpha / beta)	8.15 / 7.41	eV

```
109
Properties=species:S:1:pos:R:3:forces:R:3:mulliken_charge:R:1
Se 0.50053 -2.79442 1.13010 0.0 -0.4 0.2 -0.346
Ge -0.15037 3.18994 0.38675 0.0 -0.2 0.1 0.701
Mn 0.13124 -0.81724 -0.33231 -0.1 0.3 -0.2 0.707
P 2.40939 0.10008 -0.82898 0.5 -0.2 0.0 1.696
P -2.31252 -0.44551 -0.66490 -0.3 0.2 -0.2 1.289
N 0.24438 -5.59474 1.08968 0.2 -0.2 0.3 0.196
N -0.73112 -4.81375 -0.65980 -0.2 0.0 -0.3 0.370
N -0.07797 1.23240 0.75626 -0.1 -0.1 0.1 0.842
C 0.54520 7.14848 -1.69558 0.0 0.1 -0.1 -1.092
C -0.77525 0.11435 2.60119 0.1 -0.1 0.2 -0.909
C 5.60226 -2.36039 -0.09512 0.0 0.0 0.0 -0.884
C -0.27710 -6.68060 0.40491 0.1 0.2 0.2 -0.617
C 1.16612 3.90231 1.60620 0.1 0.2 0.1 -1.338
C 0.66266 0.13456 2.59436 -0.1 -0.2 0.2 -1.326
C -1.88603 3.82408 0.87999 -0.3 0.2 0.1 0.023
C 0.30096 5.90943 -1.18003 0.0 -0.2 0.0 -1.185
C 0.93656 3.75257 -4.16580 -0.1 0.1 0.0 -1.051
C -3.88685 1.38786 -2.08055 0.0 0.0 0.0 -0.291
C -2.53194 0.67346 0.80274 0.0 0.0 0.1 -0.588
C 0.99603 -5.67629 2.34728 -0.1 -0.1 -0.2 -0.889
C 3.74475 3.48058 -2.73568 0.1 -0.1 0.1 -0.579
C 0.80682 4.90052 -3.33780 0.0 0.0 -0.1 1.110
C 4.75328 -1.26409 -0.09490 0.1 0.0 0.0 -0.466
C -2.86443 0.44084 -2.13544 -0.1 0.1 0.0 0.454
C 4.37683 1.58264 -4.06922 0.0 0.0 0.0 -0.690
C -5.26603 -3.23122 -1.19301 0.0 0.0 0.0 -0.825
C -0.88784 -6.19208 -0.68692 0.0 0.2 -0.1 -0.447
C 3.22160 1.25038 -1.97734 -0.1 0.1 -0.1 0.557
C 3.81867 0.73042 -3.12709 0.0 0.0 0.0 -1.331
C -4.45276 -2.11721 -1.37351 0.0 0.0 0.0 -0.446
C 0.93039 7.29730 -3.04736 0.0 0.1 0.1 -0.824
C 0.42835 4.74319 -1.98261 0.0 0.0 0.0 0.983
C -2.80795 4.16375 -0.11298 0.0 0.1 0.0 0.401
C 3.18280 2.63105 -1.79428 0.3 0.0 0.1 -0.167
C -3.72598 1.70648 -4.45898 0.0 0.0 0.0 -0.676
C -3.43863 4.59472 2.56108 0.1 -0.1 0.0 -0.920
C -2.28559 0.12814 -3.36536 0.0 0.0 0.0 -0.404
C -2.20364 4.05640 2.21933 -0.2 0.0 0.0 -0.571
C -3.46135 -1.82596 -0.44240 0.0 -0.1 0.1 0.421
C -2.72050 0.75138 -4.52540 0.0 0.0 0.0 -0.622
C 0.68849 2.50695 -3.67890 -0.3 -0.1 0.1 -1.081
C -1.30036 -3.94353 -1.68200 0.1 -0.2 0.1 -0.728
C -1.20035 0.75664 1.48416 0.1 0.0 -0.1 0.232
C 0.19903 3.41978 -1.48027 0.0 0.1 -0.3 0.672
C 3.53454 -1.31856 -0.76635 0.1 0.0 0.0 0.711
C 5.24731 -3.51344 -0.78365 0.0 0.0 0.0 -0.564
C 4.04302 -3.57103 -1.47428 0.1 0.0 0.1 -0.831
C -3.28603 -2.65762 0.66851 -0.1 0.0 0.0 -0.599
C -4.10489 -3.76253 0.84629 0.0 0.0 0.0 -0.836
C 1.06571 0.79250 1.47696 0.1 0.1 -0.4 0.497
C 2.43732 0.89108 0.86088 -0.1 0.0 0.0 -1.866
C -4.35422 4.91433 1.56696 0.0 0.0 0.0 -0.628
C -4.04015 4.70381 0.22929 0.0 0.0 0.1 -0.810
C 4.33972 2.95707 -3.87485 0.0 0.0 0.0 -0.813
C -5.09276 -4.05298 -0.08944 0.0 0.0 0.0 -0.657
C 3.18786 -2.47809 -1.45678 0.0 0.0 0.0 -0.167
C -0.03894 -4.45702 0.43460 0.0 -0.1 0.0 -0.109
C 1.05403 6.20017 -3.84596 0.0 -0.1 -0.1 -1.104
C -4.30804 2.02514 -3.23885 0.0 0.0 0.0 -0.749
C 0.31773 2.34854 -2.32216 -0.3 0.2 -0.3 0.725
H 2.16833 3.92450 1.18419 0.0 0.0 0.0 0.396
H -4.74901 4.97547 -0.54327 0.0 0.0 0.0 0.491
H -5.31109 5.34380 1.83471 0.0 0.0 0.0 0.435
H -2.27227 0.50093 -5.47858 0.0 0.0 0.0 0.445
H 5.91722 -4.36366 -0.79014 0.0 0.0 0.0 0.450
H -1.48900 -0.60525 -3.42210 0.0 0.0 0.0 0.319
H 2.81170 1.90966 0.78888 0.0 0.0 0.0 0.509
H -4.59679 -1.48132 -2.23810 0.0 0.0 0.0 0.479
H -5.73395 -4.91428 0.04888 0.0 0.0 0.0 0.431
H 0.79255 1.63728 -4.31714 0.0 0.0 0.0 0.674
H 3.77580 -4.46390 -2.02495 0.0 0.0 0.0 0.477
H 0.43955 8.02492 -1.06940 0.0 0.0 0.0 0.479
H 4.78012 3.61977 -4.60900 0.0 0.0 0.0 0.454
H -3.26810 0.23523 1.47418 0.0 0.0 0.0 0.977
H 1.34178 6.30679 -4.88559 0.0 0.0 0.0 0.503
H -1.41599 -6.69083 -1.48110 0.0 0.0 0.0 0.567
H 4.85102 1.17078 -4.95083 0.0 0.0 0.0 0.459
H 1.12034 8.28511 -3.44575 0.0 0.0 0.0 0.424
H 0.13784 1.34784 -1.94974 0.0 0.0 0.0 -0.128
H 2.24872 -2.52730 -1.99691 -0.1 0.0 0.0 0.418
H 1.98308 -5.23996 2.21815 0.0 0.0 0.0 0.338
H 0.46475 -5.14655 3.13344 0.0 0.0 0.0 0.340
H -3.68279 4.77268 3.60056 0.0 0.0 0.0 0.454
H -0.16394 -7.69066 0.75867 0.0 0.0 0.0 0.462
H 1.31597 -0.34346 3.30955 0.0 0.0 0.0 0.591
H -4.05882 2.20348 -5.36122 0.0 0.0 0.0 0.422
H -2.90838 1.63651 0.46497 0.0 0.1 0.0 -0.594
H -0.01566 5.82855 -0.14588 0.0 0.0 0.0 0.173
H 3.87273 -0.34037 -3.28174 0.0 0.0 0.0 0.447
H 5.05526 -0.35927 0.42141 0.0 0.0 0.0 0.451
H -2.55328 4.02622 -1.15994 0.0 0.0 0.0 0.528
H -5.09759 2.76423 -3.19178 0.0 0.0 0.0 0.461
H 3.13557 0.32982 1.47983 0.0 0.0 0.0 0.848
H -3.97938 -4.39496 1.71594 0.0 0.0 0.0 0.486
H 1.17342 3.33390 2.53695 0.0 0.0 0.0 0.523
H -2.51122 -2.43994 1.39602 0.0 0.0 0.0 0.330
H -2.38481 -4.03870 -1.68564 0.0 0.0 0.0 0.358
H 1.23903 3.88911 -5.19826 0.0 0.0 0.0 0.444
H -1.49755 3.81218 3.00595 0.0 0.0 0.0 0.437
H -1.04515 -2.91584 -1.44777 0.0 0.0 0.0 -0.317
H 2.70720 3.06472 -0.92632 0.1 0.0 0.0 0.032
H 1.09045 -6.72484 2.61117 0.0 0.0 0.0 0.322
H -0.89418 -4.20671 -2.65668 0.0 0.0 0.0 0.505
H -6.04202 -3.45020 -1.91474 0.0 0.0 0.0 0.459
H -4.36591 1.62716 -1.13783 0.0 0.0 0.0 0.540
H 0.87821 4.92969 1.83294 0.0 0.0 0.0 0.539
H 6.54712 -2.31015 0.43019 0.0 0.0 0.0 0.453
H 3.71430 4.55140 -2.57750 0.0 0.0 0.0 0.539
H -1.40571 -0.39659 3.31354 0.0 0.0 0.0 0.606
```
Positions in Å, forces in eV/Å.